Record 1
{"formula": "C26H27FN3O6Pd", "method": "ωB97M-V/def2-TZVPD", "species": ["Pd", "C", "O", "C", "C", "C", "C", "C", "C", "O", "C", "O", "C", "H", "H", "H", "H", "H", "H", "H", "H", "H", "F", "C", "C", "C", "C", "O", "C", "C", "N", "C", "C", "C", "C", "C", "C", "N", "C", "C", "N", "C", "C", "C", "O", "O", "H", "H", "H", "H", "H", "H", "H", "H", "H", "H", "H", "H", "H", "H", "H", "H", "H", "H"], "coordinates": [[0.456213, 0.323278, -3.751918], [6.005301, -3.639943, -4.133138], [5.100566, -4.060361, -5.140557], [3.929018, -3.406035, -5.251346], [3.084581, -3.864311, -6.286818], [1.888056, -3.250129, -6.472640], [1.434365, -2.167862, -5.669065], [0.135508, -1.618936, -5.933252], [-0.690692, -2.124586, -7.088621], [-0.432957, -0.741564, -5.244925], [2.297710, -1.716499, -4.622577], [2.073037, -0.728911, -3.810502], [3.543538, -2.366200, -4.442606], [6.873443, -4.286086, -4.223110], [5.565157, -3.753201, -3.139664], [6.304716, -2.600541, -4.284883], [3.411234, -4.686390, -6.906436], [1.250709, -3.610225, -7.266307], [-0.119105, -2.125806, -8.014955], [-1.557354, -1.478754, -7.194703], [-1.026746, -3.144084, -6.895451], [4.169113, -1.988626, -3.648743], [1.549593, -0.849819, 3.095973], [0.547851, -0.136855, 2.534508], [0.469427, -0.063977, 1.172630], [-0.521259, 0.712026, 0.570898], [-0.584829, 0.763326, -0.901757], [0.233827, 0.082445, -1.542492], [-1.642159, 1.564137, -1.443556], [-2.484841, 2.199553, -0.580787], [-2.398374, 2.186372, 0.767544], [-3.371911, 2.904051, 1.554967], [-3.741224, 4.292816, 1.141166], [-2.913924, 4.079287, 2.373942], [-1.425952, 1.412604, 1.376285], [-1.354963, 1.288216, 2.768844], [-0.370319, 0.520236, 3.364995], [-0.342581, 0.429526, 4.781606], [-0.208049, 1.647035, 5.560467], [-1.200632, 1.561907, 6.729266], [-1.427248, 0.099533, 7.023634], [-0.143965, -0.670529, 6.925247], [0.277760, -0.705813, 5.447052], [-1.960526, 1.815689, -2.921252], [-3.040618, 2.322469, -3.170861], [-1.041569, 1.600818, -3.791136], [1.180073, -0.586618, 0.546639], [-3.301434, 2.767184, -1.005936], [-4.157402, 2.275546, 1.959766], [-4.775674, 4.581624, 1.250674], [-3.243882, 4.708844, 0.276849], [-3.373547, 4.235283, 3.340496], [-1.865757, 4.339097, 2.311009], [-2.089310, 1.779503, 3.391204], [-0.435645, 2.516540, 4.949964], [0.816279, 1.770780, 5.933745], [-2.171443, 1.984672, 6.477422], [-0.828027, 2.028741, 7.639081], [-2.065560, -0.263711, 6.312808], [-1.863408, -0.021172, 7.936863], [-0.299471, -1.666446, 7.332929], [0.574322, -0.144357, 7.551530], [-0.069399, -1.623030, 4.972299], [1.370360, -0.701780, 5.407674]], "atomic_forces_ev_per_a": [[-0.4, -0.5, 0.6], [0.0, 0.0, 0.0], [0.0, 0.0, 0.0], [0.0, 0.0, 0.0], [0.0, 0.0, 0.0], [0.0, 0.0, 0.0], [0.1, 0.0, 0.0], [-0.1, -0.1, 0.1], [0.0, 0.0, 0.0], [0.3, 0.3, -0.5], [0.1, 0.0, -0.1], [-0.1, -0.2, 0.1], [0.0, 0.0, 0.0], [0.0, 0.0, 0.0], [0.0, 0.0, 0.0], [0.0, 0.0, 0.0], [0.0, 0.0, 0.0], [0.0, 0.0, 0.0], [0.0, 0.0, 0.0], [0.0, 0.0, 0.0], [0.0, 0.0, 0.0], [0.0, 0.0, 0.0], [0.0, 0.0, 0.0], [0.0, 0.0, 0.0], [0.0, 0.0, 0.1], [0.0, 0.0, 0.0], [-0.1, -0.1, 0.0], [0.4, 0.5, -0.1], [0.0, 0.0, 0.0], [0.0, 0.0, -0.1], [0.0, 0.0, 0.0], [0.0, 0.0, 0.0], [0.0, 0.0, 0.0], [0.0, 0.0, 0.0], [0.0, 0.0, 0.0], [0.0, 0.0, 0.0], [0.0, 0.0, 0.0], [0.0, 0.0, 0.0], [0.0, 0.0, 0.0], [0.0, 0.0, 0.0], [0.0, 0.0, 0.0], [0.0, 0.0, 0.0], [0.0, 0.0, 0.0], [0.1, 0.3, 0.1], [0.0, -0.1, 0.0], [-0.2, -0.2, -0.1], [0.0, 0.0, 0.0], [0.0, 0.0, 0.0], [0.0, 0.0, 0.0], [0.0, 0.0, 0.0], [0.0, 0.0, 0.0], [0.0, 0.0, 0.0], [0.0, 0.0, 0.0], [0.0, 0.0, 0.0], [0.0, 0.0, 0.0], [0.0, 0.0, 0.0], [0.0, 0.0, 0.0], [0.0, 0.0, 0.0], [0.0, 0.0, 0.0], [0.0, 0.0, 0.0], [0.0, 0.0, 0.0], [0.0, 0.0, 0.0], [0.0, 0.0, 0.0], [0.0, 0.0, 0.0]], "mulliken_charge": [0.80, -0.82, -0.43, 0.95, -1.09, -0.71, -0.95, 1.74, -1.45, -0.54, 0.92, -0.80, -0.37, 0.24, 0.33, 0.34, 0.43, 0.34, 0.42, 0.33, 0.36, 0.44, -0.33, 0.33, -0.76, 0.63, 1.87, -1.25, -0.76, -0.28, 0.22, -0.25, -0.95, -0.39, -0.26, -0.44, -1.21, 0.31, -0.68, -0.76, -0.15, -0.72, -0.69, 0.72, -0.67, -0.60, 0.56, 0.80, 0.36, 0.27, 0.35, 0.29, 0.23, 0.76, 0.52, 0.30, 0.42, 0.38, 0.38, 0.33, 0.38, 0.36, 0.50, 0.40], "e_tot_ev": -50345.17679, "gap_ev": 6.10, "multiplicity": 1, "charge": 1, "homo_energy_ev": -9.46}

=====

Record 2
{"formula": "C26H27N3O3", "method": "ωB97M-V/def2-TZVPD", "species": ["C", "H", "O", "C", "C", "C", "C", "C", "C", "H", "H", "C", "O", "N", "N", "C", "C", "C", "C", "C", "C", "C", "H", "C", "N", "C", "C", "C", "C", "C", "C", "C", "C", "C", "H", "H", "H", "H", "H", "H", "H", "H", "H", "H", "H", "H", "O", "C", "H", "H", "H", "H", "H", "H", "H", "H", "H", "H", "H"], "coordinates": [[1.597160, 4.279365, -2.067040], [1.540745, 3.882407, -1.050803], [2.005658, 3.293451, -2.984970], [1.204379, 2.216124, -3.175731], [1.551837, 1.376351, -4.237924], [0.754332, 0.306649, -4.566024], [-0.393037, 0.017484, -3.824011], [-0.710817, 0.826733, -2.739200], [0.073029, 1.919858, -2.421049], [-0.213595, 2.543361, -1.589162], [-1.592874, 0.623992, -2.153020], [-1.274409, -1.062709, -4.312024], [-1.384369, -1.356613, -5.487583], [-2.034544, -1.743977, -3.390865], [-1.844852, -1.701447, -2.070639], [-2.535518, -2.448354, -1.304468], [-2.289574, -2.482017, 0.118052], [-3.035742, -3.312319, 0.948919], [-2.746640, -3.406303, 2.297325], [-1.686270, -2.689138, 2.840266], [-0.928729, -1.838523, 2.013868], [-1.250830, -1.732069, 0.679105], [-0.687431, -1.076879, 0.034748], [0.253513, -1.095840, 2.593252], [0.476336, 0.203582, 2.012499], [1.491575, 0.442549, 1.114480], [1.996974, -0.579767, 0.303671], [3.007077, -0.333727, -0.604888], [3.553166, 0.931089, -0.725700], [3.059507, 1.951476, 0.068516], [2.036449, 1.730714, 0.972414], [1.471192, 2.850051, 1.802126], [-0.024051, 2.607266, 1.972546], [-0.215409, 1.278592, 2.686072], [-1.281846, 1.021977, 2.726154], [0.143792, 1.368996, 3.724972], [-0.493072, 3.404261, 2.551593], [-0.501528, 2.565681, 0.991332], [1.661454, 3.815246, 1.327062], [1.950334, 2.870059, 2.786366], [3.488312, 2.941626, -0.005866], [4.345108, 1.125291, -1.431899], [3.367056, -1.140879, -1.225889], [1.586341, -1.575202, 0.369207], [0.094073, -0.978977, 3.671566], [1.151095, -1.710764, 2.467232], [-1.308041, -2.750081, 4.148981], [-2.036588, -3.573205, 5.027239], [-1.561007, -3.456805, 5.999958], [-1.988344, -4.624359, 4.726217], [-3.083536, -3.261303, 5.097543], [-3.345682, -4.056435, 2.915162], [-3.847159, -3.896819, 0.539716], [-3.307348, -3.123039, -1.697540], [-2.678622, -2.436747, -3.787401], [0.996143, -0.320311, -5.410698], [2.439241, 1.608833, -4.804913], [0.627432, 4.704426, -2.347298], [2.358154, 5.057119, -2.111551]], "atomic_forces_ev_per_a": [[-0.1, 0.2, 0.1], [0.0, 0.0, 0.0], [0.1, -0.3, -0.2], [-0.1, -0.2, -0.2], [0.1, 0.2, 0.1], [-0.2, -0.1, 0.1], [0.2, 0.3, 0.1], [0.0, -0.1, -0.2], [0.2, 0.4, 0.1], [0.0, 0.1, 0.1], [0.0, 0.0, 0.0], [0.0, -0.1, 0.0], [0.1, 0.0, 0.0], [-0.9, -0.7, -0.6], [0.3, -0.1, 0.8], [-0.2, 0.0, -0.9], [0.1, -0.1, 0.8], [0.2, 0.3, -0.4], [0.1, -0.1, 0.5], [-0.1, 0.0, -0.3], [0.0, -0.1, 0.3], [-0.2, -0.2, 0.1], [0.1, 0.1, 0.0], [0.0, -0.1, 0.0], [-0.2, 0.0, 0.2], [0.4, 0.0, -0.3], [-0.1, 0.0, 0.1], [0.1, 0.0, 0.0], [0.1, 0.0, -0.1], [0.0, -0.2, 0.0], [0.0, 0.2, 0.1], [-0.1, 0.0, 0.0], [0.1, -0.1, 0.2], [-0.2, 0.2, 0.0], [0.1, 0.0, 0.1], [-0.1, 0.0, -0.1], [-0.1, 0.0, 0.0], [0.0, 0.0, 0.0], [0.1, 0.0, 0.0], [0.0, 0.1, 0.0], [0.0, 0.1, 0.0], [0.1, 0.0, -0.1], [0.0, -0.1, -0.1], [-0.1, -0.1, 0.0], [0.1, 0.0, -0.1], [0.0, 0.1, 0.1], [0.1, 0.2, -0.3], [-0.1, -0.1, 0.2], [-0.1, 0.0, -0.1], [0.0, 0.0, 0.0], [0.0, 0.0, 0.0], [0.0, 0.0, 0.1], [-0.1, -0.1, -0.1], [0.0, 0.1, -0.1], [0.3, 0.3, 0.1], [0.0, 0.0, -0.1], [0.1, 0.0, -0.1], [0.0, 0.0, 0.0], [-0.1, 0.0, 0.0]], "mulliken_charge": [-0.57, 0.01, -0.43, 0.63, -0.55, -0.74, 0.37, -0.51, 0.05, 0.29, 0.41, 0.02, -0.66, -0.43, 0.09, -0.43, 0.26, -1.31, -0.59, 0.75, 0.82, 0.03, 0.71, -2.17, 0.67, 0.90, -0.77, -1.01, -0.93, -0.11, 0.57, -1.20, -0.60, -0.70, 0.42, 0.31, 0.40, 0.15, 0.37, 0.38, 0.50, 0.38, 0.41, 0.34, 0.46, 0.51, -0.42, -1.00, 0.26, 0.37, 0.38, 0.41, 0.36, 0.34, 0.26, 0.46, 0.45, 0.41, 0.22], "e_tot_ev": -38012.42103, "gap_ev": 7.97, "smiles": "COc1ccc(C(=O)N/N=C/c2ccc(OC)c(CN3CCCc4ccccc43)c2)cc1", "multiplicity": 1, "homo_energy_ev": -7.41}

=====

Record 3
{"formula": "C26H27N6S7SbSeSiTc", "method": "ωB97M-V/def2-TZVPD", "species": ["Tc", "N", "C", "C", "C", "C", "C", "C", "N", "C", "C", "C", "S", "C", "N", "H", "H", "H", "H", "H", "H", "H", "S", "Sb", "S", "S", "S", "S", "C", "C", "C", "N", "C", "C", "C", "C", "C", "N", "C", "C", "H", "H", "H", "H", "H", "H", "H", "H", "C", "Si", "C", "C", "Se", "H", "H", "H", "H", "H", "H", "H", "H", "H", "S", "C", "C", "N", "C", "H", "H", "H"], "coordinates": [[0.943878, 0.480273, 0.953665], [-0.859411, 2.806691, -2.001095], [-1.792694, 1.803400, -2.143203], [-2.842239, 1.622132, -3.035194], [-3.538148, 0.432912, -2.941131], [-3.218862, -0.534275, -1.979997], [-2.182981, -0.357273, -1.087715], [-1.464242, 0.831393, -1.172499], [-0.367934, 1.272629, -0.472000], [-0.011866, 2.441871, -1.018329], [1.239746, 3.009469, -0.600524], [1.889070, 4.165374, -0.943085], [3.435616, 4.225717, -0.223289], [3.139656, 2.697569, 0.488823], [1.974680, 2.180756, 0.224785], [-0.831106, 3.644908, -2.560490], [-3.096231, 2.366572, -3.773008], [-4.337674, 0.232146, -3.636750], [-3.793715, -1.446164, -1.944624], [-1.902639, -1.112888, -0.373082], [1.530649, 4.967169, -1.557164], [3.872493, 2.212214, 1.104408], [4.267681, 0.456037, 2.969914], [3.014804, -1.115402, 4.364893], [1.256698, 1.693973, 3.135757], [2.909286, -0.700827, 1.869801], [1.019540, 0.306677, 4.724018], [2.455250, -2.775348, -4.656130], [2.158732, -2.097179, -3.090914], [2.232745, -0.698180, -3.014197], [1.928988, -0.059220, -1.846173], [1.489571, -0.684339, -0.739287], [1.441509, -2.022353, -0.804917], [1.787288, -2.760394, -1.913020], [3.134391, -4.415374, -4.371210], [4.434783, -4.591230, -4.819075], [4.995679, -5.855291, -4.669217], [4.339208, -6.843504, -4.107974], [3.106118, -6.678400, -3.689745], [2.430415, -5.467978, -3.814745], [2.553928, -0.129394, -3.870819], [2.039257, 1.009665, -1.798266], [1.089313, -2.525946, 0.079707], [1.742422, -3.834227, -1.862306], [4.980288, -3.781827, -5.277887], [5.995360, -6.069075, -5.018129], [2.632486, -7.541878, -3.249552], [1.396119, -5.372595, -3.525390], [-4.101079, 3.010128, 2.425108], [-3.688103, 3.441588, 4.216313], [-3.287317, 5.219560, 4.662398], [-3.758894, 2.079313, 5.511881], [-0.619825, 2.476313, 2.617154], [-4.877368, 3.658940, 2.020763], [-4.444435, 1.982164, 2.319487], [-3.212984, 3.124566, 1.801510], [-4.154631, 5.725483, 5.090162], [-2.977111, 5.792429, 3.786808], [-2.490856, 5.284560, 5.404315], [-4.443164, 2.346222, 6.317048], [-2.786378, 1.917107, 5.973506], [-4.097612, 1.127213, 5.104846], [-1.152274, -2.950917, 3.345482], [-2.215287, -1.644531, 3.046600], [-1.632847, -0.722629, 2.239473], [-0.351521, -1.012328, 1.864487], [0.012618, -2.163258, 2.377259], [-3.200877, -1.636079, 3.466091], [-2.110832, 0.171408, 1.882705], [0.972872, -2.616239, 2.212967]], "atomic_forces_ev_per_a": [[-0.8, 1.3, 1.7], [0.3, 0.2, 0.2], [-0.3, -0.8, 0.4], [0.0, 0.0, 0.0], [0.0, 0.2, 0.0], [0.1, -0.1, 0.1], [0.0, 0.1, -0.1], [-0.6, 0.2, -0.6], [0.5, 0.6, -0.3], [-0.5, -0.6, 0.1], [0.6, 0.9, -0.2], [-0.2, -0.4, 0.2], [-0.4, -0.5, 0.0], [0.3, 0.5, -0.2], [0.1, 0.1, -0.1], [0.2, 0.0, 0.0], [0.0, 0.1, -0.1], [-0.1, 0.0, 0.0], [0.0, -0.1, 0.0], [-0.1, -0.2, 0.1], [-0.1, 0.2, -0.2], [0.1, 0.0, 0.1], [-0.1, -0.4, 0.5], [-0.3, 1.1, -0.8], [1.2, -1.0, -0.1], [-0.1, -0.4, -0.1], [0.2, -0.1, -0.2], [0.1, -0.3, 0.0], [0.0, 0.0, 0.1], [-0.1, -0.2, 0.0], [0.0, 0.3, -0.3], [0.4, 0.2, 0.2], [0.0, -0.4, 0.1], [0.1, 0.1, -0.1], [0.0, 0.5, 0.0], [0.0, -0.1, 0.0], [-0.1, 0.6, -0.2], [0.6, -1.1, 0.2], [-0.5, 0.5, 0.1], [0.0, -0.1, 0.0], [0.1, 0.1, -0.1], [0.0, 0.1, 0.0], [0.0, -0.1, 0.1], [0.0, -0.1, 0.0], [0.1, 0.1, 0.0], [0.1, 0.0, 0.0], [-0.2, -0.1, 0.1], [-0.1, 0.0, 0.0], [0.1, 0.0, 0.8], [0.1, -0.2, -0.1], [0.1, -0.7, -0.3], [-0.1, 0.5, -0.6], [-0.3, -0.4, -0.7], [0.0, 0.2, 0.0], [0.0, -0.1, 0.2], [0.0, 0.2, 0.0], [-0.2, -0.1, 0.0], [-0.1, -0.1, -0.1], [0.0, -0.2, 0.1], [-0.1, 0.2, 0.1], [0.2, 0.2, 0.0], [0.0, 0.1, -0.2], [0.2, 0.6, -0.4], [0.2, -0.1, 0.0], [-0.7, -0.2, 0.3], [0.4, -0.3, -0.1], [-0.2, -0.5, 0.3], [-0.2, 0.0, 0.0], [0.0, 0.0, 0.0], [0.2, 0.0, 0.0]], "mulliken_charge": [-0.71, 0.06, 0.43, -1.19, -0.56, -0.98, -0.44, 0.11, 1.57, -0.29, -0.69, -0.43, -0.06, -0.36, 1.21, 0.26, 0.48, 0.46, 0.50, 0.44, 0.47, 0.11, -0.17, 0.58, 0.03, 0.09, -0.21, -0.20, 1.00, -1.33, -0.27, 0.92, -0.65, -0.85, 0.47, -0.35, -0.42, -0.50, -0.48, -0.10, 0.51, 0.44, 0.21, 0.42, 0.42, 0.38, 0.37, 0.52, -0.84, 0.47, -0.94, -0.91, 0.06, 0.44, 0.34, 0.15, 0.41, 0.35, 0.36, 0.40, 0.34, 0.31, -0.10, -0.46, -1.23, 1.84, -0.81, 0.47, 0.67, 0.46], "e_tot_ev": -194127.07860, "gap_ev": [5.57, 5.59], "multiplicity": 1, "charge": 3, "homo_energy_ev": [-14.80, -14.80]}